Computed, not measured: a structure of composition C15H22CoN6O2S2, with wB97M-V/def2-TZVPD.

Element x y z (Å)
Co: 0.26574 0.47864 1.20795
C: -3.92393 -0.06916 1.31658
C: -2.51300 0.33303 1.04607
N: -1.52279 0.08240 1.82646
N: -1.76127 -0.60039 2.97839
C: -0.66775 -0.77727 3.68418
N: -0.83114 -1.41571 4.87080
S: 0.92700 -0.26042 3.26454
C: -2.14102 1.05255 -0.18321
C: -3.03391 1.30952 -1.21556
C: -2.58504 1.99701 -2.33075
C: -1.26618 2.41742 -2.38547
C: -0.43776 2.11051 -1.31862
N: -0.86157 1.45054 -0.25087
H: -4.03163 -0.35137 2.35865
H: -4.19721 -0.92812 0.69845
H: -4.60974 0.74586 1.08231
H: -1.71339 -1.87097 5.03091
H: -0.01416 -1.78236 5.32341
H: -4.05602 0.96631 -1.15136
H: -3.26088 2.20163 -3.15085
H: -0.87909 2.95898 -3.23646
H: 0.60802 2.39453 -1.31569
O: 0.49910 -0.67389 -1.52836
N: 1.53587 -0.09425 -2.06986
C: 1.63995 -0.15085 -3.42312
C: 2.68849 0.40352 -4.10330
C: 3.68415 1.05073 -3.37035
C: 3.56077 1.11517 -2.00590
C: 2.47231 0.54821 -1.31800
S: 2.41070 0.64371 0.40629
H: 0.82208 -0.68241 -3.88395
H: 2.72502 0.32423 -5.17970
H: 4.53544 1.49859 -3.86436
H: 4.30462 1.61518 -1.40213
N: 0.43453 2.65996 2.04387
H: 0.72440 2.53233 3.00750
H: -0.40399 3.22864 2.03680
H: 1.17001 3.15730 1.55481
C: 1.23271 -4.13760 0.21256
C: 1.16647 -2.89933 1.08747
O: 0.12288 -2.02717 0.68397
H: 2.01147 -4.81757 0.56450
H: 1.46081 -3.86708 -0.82062
H: 0.27794 -4.66474 0.22345
H: 2.12591 -2.36908 1.07971
H: 0.96048 -3.17060 2.12445
H: 0.34461 -1.66614 -0.20557

Atoms 1-6, force components in eV/Å:
Co -0.301 0.603 0.180
C 0.016 -0.023 -0.021
C -0.011 0.016 -0.142
N 0.137 -0.084 0.305
N -0.033 0.104 -0.033
C 0.027 -0.019 0.042

- E_LUMO (spin up / spin down): -0.10 / -0.09 eV
- Spin multiplicity: 2
- Energy relative to the best compared isomer or geometry (same formula, charge and spin): 13.0 kcal/mol
- Kohn-Sham gap (spin up / spin down): 7.24 / 7.24 eV
- Maximum force: 0.9 eV/Å